Entry from the Open Molecules 2025 dataset: a 10-piece molecular cluster, C58H59BF2NO4 overall at a distorted geometry (ωB97M-V with the def2-TZVPD basis set).

Kohn-Sham gap: 6.36 eV
Total charge: -1

Structure (XYZ):
```
125
C58H59BF2NO4, DFT ωB97M-V with the def2-TZVPD basis set
O -4.10 -2.60 3.99
C -4.66 -3.31 3.23
F -4.35 -3.21 1.92
N -5.59 -4.28 3.75
C -5.09 -5.62 3.69
O -4.93 -6.21 4.68
F -4.78 -6.16 2.48
C -6.96 -4.13 3.18
C -8.07 -3.42 4.05
O -9.18 -3.55 3.14
B -8.60 -3.57 1.77
O -7.11 -3.43 1.97
H -7.32 -5.16 2.92
H -8.26 -4.02 4.98
H -7.98 -2.31 4.14
H -8.67 -4.71 1.32
H -8.96 -2.71 1.00
C 0.40 -3.66 3.59
C -0.89 -3.67 3.07
C -1.29 -2.66 2.20
C -0.40 -1.65 1.85
C 0.89 -1.65 2.36
C 1.29 -2.65 3.24
H 0.71 -4.45 4.27
H -1.58 -4.46 3.35
H -2.30 -2.66 1.80
H -0.72 -0.87 1.16
H 1.58 -0.87 2.08
H 2.29 -2.65 3.64
C 1.97 3.47 0.90
C 3.07 3.93 0.19
C 3.76 3.07 -0.67
C 3.34 1.76 -0.82
C 2.23 1.30 -0.11
C 1.55 2.15 0.75
H 1.44 4.13 1.57
H 3.40 4.96 0.30
H 4.62 3.43 -1.22
H 3.87 1.09 -1.49
H 1.90 0.27 -0.23
H 0.70 1.79 1.31
C -14.17 -4.48 -0.98
C -13.38 -4.46 0.17
C -12.13 -3.85 0.14
C -11.68 -3.25 -1.02
C -12.47 -3.26 -2.17
C -13.71 -3.88 -2.15
H -15.14 -4.96 -0.96
H -13.73 -4.93 1.08
H -11.51 -3.84 1.03
H -10.71 -2.76 -1.04
H -12.11 -2.78 -3.07
H -14.33 -3.90 -3.04
C 7.14 -2.84 2.43
C 6.69 -1.93 1.48
C 5.52 -1.22 1.69
C 4.80 -1.40 2.87
C 5.25 -2.31 3.82
C 6.42 -3.03 3.60
H 8.05 -3.40 2.26
H 7.25 -1.79 0.56
H 5.17 -0.52 0.95
H 3.89 -0.84 3.04
H 4.69 -2.45 4.74
H 6.77 -3.74 4.34
C -4.14 -0.09 2.10
C -5.43 -0.09 1.59
C -5.83 0.92 0.72
C -4.94 1.92 0.36
C -3.64 1.92 0.87
C -3.25 0.92 1.75
H -3.82 -0.87 2.78
H -6.12 -0.88 1.86
H -6.84 0.92 0.32
H -5.25 2.70 -0.32
H -2.95 2.70 0.59
H -2.24 0.92 2.15
C 5.11 -6.64 -0.26
C 5.27 -5.73 0.78
C 4.65 -4.48 0.72
C 3.87 -4.15 -0.38
C 3.71 -5.06 -1.42
C 4.33 -6.30 -1.36
H 5.59 -7.60 -0.21
H 5.87 -5.99 1.64
H 4.78 -3.78 1.53
H 3.39 -3.18 -0.43
H 3.10 -4.80 -2.28
H 4.21 -7.00 -2.17
C 7.85 3.35 -3.70
C 7.06 2.61 -2.82
C 7.56 2.25 -1.57
C 8.85 2.63 -1.20
C 9.63 3.37 -2.08
C 9.13 3.72 -3.33
H 7.46 3.63 -4.67
H 6.06 2.32 -3.10
H 6.95 1.67 -0.89
H 9.23 2.35 -0.23
H 10.63 3.67 -1.79
H 9.75 4.30 -4.01
C -3.86 3.68 -2.99
C -5.15 3.68 -3.51
C -5.55 4.69 -4.38
C -4.65 5.69 -4.74
C -3.36 5.69 -4.22
C -2.97 4.69 -3.35
H -3.54 2.90 -2.31
H -5.84 2.89 -3.24
H -6.55 4.69 -4.78
H -4.97 6.47 -5.42
H -2.67 6.47 -4.51
H -1.96 4.69 -2.94
C 11.10 8.10 -3.13
C 10.03 7.26 -2.84
C 8.73 7.70 -3.06
C 8.51 8.97 -3.58
C 9.58 9.81 -3.86
C 10.88 9.37 -3.63
H 12.12 7.75 -2.95
H 10.20 6.27 -2.45
H 7.89 7.05 -2.84
H 7.49 9.31 -3.76
H 9.41 10.80 -4.27
H 11.72 10.02 -3.85
```